# 1
Entry from the OMol25 dataset: a 2-piece molecular cluster, C2F4O overall (ωB97M-V/def2-TZVPD).

**HOMO level**: -11.344 eV
**Calculated total energy**: -14989.1237 eV
**Gap between HOMO and LUMO**: 0.41624 Ha
**LUMO**: -0.018 eV
**Energy relative to the best compared isomer or geometry (same formula, charge and spin)**: 44.0 kcal per mole
**Max |F|**: 1.510 eV Å⁻¹

The geometry in XYZ format:
```
7
Properties=species:S:1:pos:R:3:forces:R:3:mulliken_charge:R:1
C -0.4976 -1.3851 -1.1854 -1.457 0.339 0.202 0.613
C 0.5846 1.2934 1.7770 0.066 0.578 -0.562 0.174
O -0.2639 -1.6334 -0.0719 0.421 -0.585 0.359 -0.310
F -0.0248 -0.3325 -1.8134 -0.182 -0.510 -0.670 -0.142
F -1.4318 -2.0178 -1.9191 1.224 0.752 0.101 -0.159
F 0.5663 1.9053 0.5888 0.166 -0.323 1.367 -0.100
F 1.0672 2.1701 2.6240 -0.237 -0.251 -0.797 -0.076
```
Positions in Å, forces in eV/Å.

---

# 2
Entry from the OMol25 dataset: a 2-piece molecular cluster, C2F6NO3S overall (ωB97M-V/def2-TZVPD).

**HOMO level (alpha / beta)**: -5.365 / -4.563 eV
**Calculated total energy**: -36845.3737 eV
**Gap between HOMO and LUMO (alpha / beta)**: 0.28622 / 0.24060 Ha
**LUMO (alpha / beta)**: 2.424 / 1.984 eV
**Net charge**: -1
**Energy relative to the best compared isomer or geometry (same formula, charge and spin)**: 106.1 kcal per mole
**Max |F|**: 4.293 eV Å⁻¹

The geometry in XYZ format:
```
13
Properties=species:S:1:pos:R:3:forces:R:3:mulliken_charge:R:1
C 2.0845 0.7660 1.1786 3.612 0.336 1.336 0.801
C -1.1191 0.8009 -0.1646 -0.646 -0.557 0.486 0.774
N -1.6690 -2.2456 -1.5022 2.731 2.057 0.217 0.470
O -2.4877 -2.9659 -1.0595 -2.019 -1.486 1.150 -0.509
O -1.2349 -2.3166 -2.6324 0.129 0.125 -0.577 -0.492
O 0.8681 0.7549 1.1538 -4.230 -0.722 -0.110 -0.512
F 2.5404 1.7270 2.1072 0.006 -0.201 -0.665 -0.324
F 2.6963 -0.3768 1.5997 0.165 -0.855 0.385 -0.301
F 2.7048 1.0209 0.0203 0.574 0.682 -1.033 -0.297
F -1.5054 1.4549 0.9727 -0.117 -0.666 -0.933 -0.235
F -2.1965 0.3828 -0.8271 -1.136 0.444 0.036 -0.216
F -0.5266 1.6802 -0.9312 0.610 1.039 -0.525 -0.232
S -0.1549 -0.6827 0.0850 0.323 -0.195 0.232 0.073
```
Positions in Å, forces in eV/Å.

---

# 3
Entry from the OMol25 dataset: C2F6O12S3V as an isolated structure (ωB97M-V/def2-TZVPD).

**HOMO level (alpha / beta)**: -3.906 / -3.895 eV
**Spin multiplicity**: 2
**Calculated total energy**: -101142.7459 eV
**Gap between HOMO and LUMO (alpha / beta)**: 0.33051 / 0.23118 Ha
**⟨S²⟩**: 0.765
**LUMO (alpha / beta)**: 5.088 / 2.395 eV
**Net charge**: -2
**Max |F|**: 4.930 eV Å⁻¹

The geometry in XYZ format:
```
24
Properties=species:S:1:pos:R:3:forces:R:3:mulliken_charge:R:1
O -0.7556 0.8207 -1.6611 -1.039 0.339 -0.554 -0.515
V 0.2525 0.6695 -0.4883 2.519 1.199 -0.256 1.309
O 1.4876 1.6629 -0.7871 -1.668 -0.796 0.393 -0.556
C 1.7829 -2.7505 -3.4947 -1.047 1.104 2.303 0.584
F 2.7050 -3.4067 -4.1386 1.052 -0.323 -0.539 -0.214
F 1.1618 -1.9153 -4.3422 0.035 -0.532 0.182 -0.220
F 0.8987 -3.6851 -3.0281 0.497 1.011 -0.401 -0.230
S 2.4825 -1.6215 -1.9920 2.019 0.763 4.059 1.063
O 1.2764 -0.9065 -1.4807 0.380 -1.454 -1.022 -0.448
O 3.0678 -2.4992 -0.8737 -1.624 1.642 -4.356 -0.654
O 3.4336 -0.6474 -2.5690 -1.255 -2.160 -0.201 -0.655
C -3.1864 3.1893 2.3257 0.856 -3.704 -0.484 0.447
F -3.8539 2.8482 3.4737 0.138 0.266 -1.236 -0.228
F -4.0018 3.1447 1.2514 -0.304 0.395 0.794 -0.221
F -2.7160 4.3728 2.4827 0.504 1.912 0.118 -0.199
S -1.7644 1.8500 1.9559 2.265 -2.534 1.106 1.226
O -1.0657 1.6279 3.2559 -1.360 1.907 -1.893 -0.637
O -2.3732 0.5741 1.5428 -0.578 2.254 -0.078 -0.596
O -0.9083 2.4452 0.8516 -1.494 -0.727 1.529 -0.694
S 0.4115 -1.2209 1.5232 1.328 -0.230 1.538 1.238
O 0.8659 0.1548 1.5121 1.311 2.602 -0.088 -0.499
O 1.6154 -2.0444 1.3342 -1.026 -0.626 1.210 -0.375
O -0.2472 -1.3599 2.8281 0.625 -1.394 1.381 -0.412
O -0.5690 -1.3026 0.5182 -2.133 -0.912 -3.503 -0.518
```
Positions in Å, forces in eV/Å.

---

# 4
Entry from the OMol25 dataset: C2FLi2O2Pt as an isolated structure (ωB97M-V/def2-TZVPD).

**HOMO level (alpha / beta)**: -1.204 / -2.851 eV
**Spin multiplicity**: 3
**Calculated total energy**: -12540.6905 eV
**Gap between HOMO and LUMO (alpha / beta)**: 0.13426 / 0.19485 Ha
**⟨S²⟩**: 2.018
**LUMO (alpha / beta)**: 2.450 / 2.451 eV
**Net charge**: -1
**Max |F|**: 5.135 eV Å⁻¹

The geometry in XYZ format:
```
8
Properties=species:S:1:pos:R:3:forces:R:3:mulliken_charge:R:1
C -0.3158 -1.0819 -0.1489 -0.219 -0.090 0.354 -0.413
O 0.8498 -1.5741 0.1716 1.092 -0.716 -0.509 -0.539
Pt 1.4771 0.6687 0.4704 2.989 -3.905 0.921 0.025
F 0.4069 2.1431 0.0189 -2.879 4.069 -1.235 -0.758
C -1.3464 -0.4857 0.1614 -1.068 1.204 0.283 0.587
O -2.3274 0.3360 0.3372 0.522 -0.272 -0.733 -0.918
Li -1.2388 1.6842 -0.5017 0.137 -0.707 0.571 0.739
Li 2.4946 -1.6903 -0.5090 -0.574 0.417 0.347 0.277
```
Positions in Å, forces in eV/Å.

---

# 5
Entry from the OMol25 dataset: C2GdO4 as an isolated structure (ωB97M-V/def2-TZVPD).

**HOMO level (alpha / beta)**: -14.553 / -13.720 eV
**Spin multiplicity**: 8
**Calculated total energy**: -31089.6464 eV
**Gap between HOMO and LUMO (alpha / beta)**: 0.29991 / 0.19411 Ha
**⟨S²⟩**: 16.193
**LUMO (alpha / beta)**: -6.392 / -8.438 eV
**Net charge**: +1
**Energy relative to the best compared isomer or geometry (same formula, charge and spin)**: 0.0 kcal per mole
**Max |F|**: 4.513 eV Å⁻¹

The geometry in XYZ format:
```
7
Properties=species:S:1:pos:R:3:forces:R:3:mulliken_charge:R:1
O -2.7064 0.4508 -0.3503 0.238 0.025 -0.001 -0.174
C -3.2832 -0.5241 -0.2480 -0.206 -0.107 0.000 0.223
O 0.3206 -0.6477 0.5731 0.261 0.819 -0.898 -0.571
O 1.6902 0.4786 -0.7938 -1.684 0.461 -0.844 -0.674
C 1.6307 -0.4484 0.1460 1.792 2.223 3.495 0.789
O 2.5950 -0.6628 0.8973 -2.356 -1.109 -1.850 -0.377
Gd -0.2469 1.3536 -0.2243 1.955 -2.312 0.099 1.784
```
Positions in Å, forces in eV/Å.

---

# 6
Entry from the OMol25 dataset: a 2-piece molecular cluster, C2H10B2N2 overall (ωB97M-V/def2-TZVPD).

**HOMO level (alpha / beta)**: -8.676 / -8.669 eV
**Calculated total energy**: -6566.1185 eV
**Gap between HOMO and LUMO (alpha / beta)**: 0.29281 / 0.29235 Ha
**LUMO (alpha / beta)**: -0.708 / -0.714 eV
**Energy relative to the best compared isomer or geometry (same formula, charge and spin)**: 90.7 kcal per mole
**Max |F|**: 4.882 eV Å⁻¹

The geometry in XYZ format:
```
16
Properties=species:S:1:pos:R:3:forces:R:3:mulliken_charge:R:1
B -2.6497 0.6887 -0.2433 -2.905 0.941 -0.427 -0.009
B 2.4761 0.9241 0.3483 1.376 1.580 1.580 -0.031
C -0.6234 -0.5745 0.5281 -1.073 -1.718 -0.682 -0.342
C 0.2006 -1.4383 -0.3580 2.626 4.112 -0.182 -0.477
N -1.3108 0.5061 -0.1711 1.150 -0.818 0.722 -0.162
N 2.0556 0.0313 -0.5410 -3.744 -2.324 1.688 -0.317
H -3.2254 1.6437 -0.8381 1.090 -0.893 0.500 -0.067
H -3.4096 -0.0781 0.2888 0.326 -0.065 0.004 -0.086
H 3.6057 1.4046 0.2324 -0.507 0.017 -0.373 -0.083
H 1.9469 1.3493 1.3606 -0.299 -0.697 -0.154 -0.118
H -0.1537 -0.3111 1.4584 1.124 0.832 0.046 0.349
H -1.2548 -1.3712 1.0215 -0.824 0.884 -0.849 0.327
H 0.8428 -2.0788 0.2066 0.189 -0.923 -0.383 0.295
H 0.0867 -1.4213 -1.4697 -0.140 -0.491 1.340 0.298
H -0.6870 1.1607 -0.6088 0.426 0.038 0.015 0.246
H 2.2232 -0.0230 -1.4741 1.185 -0.476 -2.845 0.178
```
Positions in Å, forces in eV/Å.

---

# 7
Entry from the OMol25 dataset: C2H10BO2Sn as an isolated structure (ωB97M-V/def2-TZVPD).

**HOMO level**: -12.327 eV
**Calculated total energy**: -12817.2331 eV
**Gap between HOMO and LUMO**: 0.17015 Ha
**LUMO**: -7.697 eV
**Net charge**: +1
**Max |F|**: 4.913 eV Å⁻¹

The geometry in XYZ format:
```
16
Properties=species:S:1:pos:R:3:forces:R:3:mulliken_charge:R:1
Sn 2.5045 3.3470 12.3465 -0.092 1.024 -1.025 0.639
B 2.1343 5.2756 10.9706 0.174 -1.296 0.582 0.188
H 2.6987 4.5664 17.1339 0.942 -2.787 -3.935 0.137
H 2.9448 3.8481 16.1311 -0.941 2.775 3.897 -0.118
H 2.6984 3.3673 9.5823 0.352 -3.117 2.274 -0.046
H 2.7839 2.1890 10.2973 -0.430 3.433 -1.897 0.205
C 2.6154 3.5154 4.5263 1.612 -1.852 -0.490 -0.329
C 3.5018 4.2336 5.6603 -1.583 -2.046 -1.901 -0.455
O 2.8970 5.1518 6.5241 -0.439 -0.924 0.964 -0.499
O 2.4146 4.0416 3.1943 1.061 3.861 1.327 -0.485
H 1.6589 3.2562 4.9472 -0.503 -0.204 0.176 0.283
H 3.2033 2.5395 4.2343 -1.088 1.514 1.196 0.248
H 4.2274 4.6951 5.0638 1.876 0.694 -0.384 0.382
H 3.8785 3.3382 6.2067 -0.026 1.082 0.019 0.256
H 2.8258 6.0047 6.1247 -0.018 0.723 -0.513 0.294
H 2.6731 5.0491 3.2172 -0.897 -2.880 -0.290 0.299
```
Positions in Å, forces in eV/Å.

---

# 8
Entry from the OMol25 dataset: a 2-piece molecular cluster, C2H10ClNSi2 overall (ωB97M-V/def2-TZVPD).

**HOMO level**: -8.381 eV
**Calculated total energy**: -32003.1086 eV
**Gap between HOMO and LUMO**: 0.29423 Ha
**LUMO**: -0.375 eV
**Energy relative to the best compared isomer or geometry (same formula, charge and spin)**: 48.2 kcal per mole
**Max |F|**: 5.262 eV Å⁻¹

The geometry in XYZ format:
```
16
Properties=species:S:1:pos:R:3:forces:R:3:mulliken_charge:R:1
C 2.3001 1.8391 0.2789 0.047 5.253 -0.312 -1.100
C 0.5095 0.8419 -1.6110 -1.468 0.320 -0.022 -0.846
N -2.1774 -1.1103 1.7793 0.932 -1.544 -1.451 -0.573
Si -1.8001 -2.0718 0.3131 1.575 3.069 -0.154 0.557
Si 1.9563 2.1591 -1.5687 -0.896 -0.908 0.330 0.106
Cl -1.0711 -3.8033 0.8493 0.713 -1.991 0.759 -0.206
H 3.1535 2.5488 0.5899 -1.267 -0.939 -0.171 0.294
H 1.3573 2.1851 0.8208 0.985 -0.322 -0.572 0.289
H 2.5425 0.9284 0.6333 0.641 -3.419 0.932 0.422
H 0.6962 -0.0061 -2.2960 -0.335 0.660 -0.371 0.395
H 0.4497 0.3146 -0.6743 0.290 -0.053 0.747 0.099
H -0.6015 1.2181 -1.6816 2.086 -0.452 -0.587 0.321
H -1.3730 -1.2002 2.4114 -0.513 0.470 -0.148 0.263
H -2.2971 -0.1651 1.4548 0.016 0.597 0.430 0.238
H -2.8706 -2.1919 -0.5484 -2.096 -0.339 -0.840 -0.160
H -0.7744 -1.4864 -0.7508 -0.710 -0.402 1.431 -0.100
```
Positions in Å, forces in eV/Å.